This record from the Open Molecules 2025 dataset describes a molecular structure, C24H27N4O6SW. The level of theory is wB97M-V/def2-TZVPD.

Output
HOMO energy = -17.049 eV
E_LUMO = -11.51 eV
Frontier orbital gap = 5.539 eV
Total charge = +3
Max |F| = 0.61 eV Å⁻¹
DFT total energy = -56201.48870 eV
ΔE to the lowest compared entry with this formula, charge and spin = 25.3 kcal/mol

Element x y z (Å)
W (0.537, -0.391, 0.270)
O (0.629, -1.938, 1.462)
N (0.812, -3.167, 1.009)
N (0.554, -3.218, -0.220)
O (0.191, -2.092, -0.822)
C (0.692, -4.419, -0.982)
C (0.832, -5.629, -0.304)
C (0.978, -6.774, -1.061)
C (0.977, -6.701, -2.452)
C (0.831, -5.480, -3.101)
C (0.685, -4.316, -2.370)
H (0.825, -5.675, 0.776)
H (1.086, -7.729, -0.568)
H (1.088, -7.606, -3.033)
H (0.828, -5.437, -4.181)
H (0.577, -3.360, -2.860)
C (4.603, -2.149, -6.434)
C (4.161, -1.624, -5.106)
C (2.859, -1.138, -4.932)
C (2.435, -0.645, -3.715)
C (3.338, -0.641, -2.654)
C (4.646, -1.109, -2.790)
C (5.038, -1.607, -4.016)
S (2.940, 0.045, -1.126)
O (2.572, -1.014, -0.120)
O (3.862, 1.017, -0.669)
N (1.364, 0.672, -1.208)
C (1.244, 2.098, -0.914)
C (0.882, 2.310, 0.567)
O (0.391, 3.187, 1.140)
O (1.150, 0.995, 1.309)
H (4.204, -1.543, -7.247)
H (4.232, -3.167, -6.574)
H (5.687, -2.175, -6.514)
H (2.181, -1.125, -5.775)
H (1.434, -0.250, -3.602)
H (5.346, -1.070, -1.965)
H (6.050, -1.967, -4.140)
H (0.470, 2.577, -1.514)
H (2.199, 2.603, -1.098)
C (-3.749, 0.504, 4.249)
N (-2.310, 0.135, 4.061)
C (-2.156, -1.320, 3.765)
C (-1.576, 1.017, 3.073)
C (-2.065, 0.911, 1.647)
C (-3.176, 1.626, 1.241)
C (-3.619, 1.590, -0.087)
C (-2.947, 0.853, -1.038)
C (-1.803, 0.137, -0.668)
C (-1.358, 0.173, 0.671)
H (-4.143, -0.067, 5.087)
H (-4.300, 0.253, 3.347)
H (-3.821, 1.567, 4.465)
H (-1.850, 0.306, 4.958)
H (-2.624, -1.529, 2.805)
H (-2.655, -1.890, 4.544)
H (-1.098, -1.570, 3.742)
H (-0.523, 0.750, 3.153)
H (-1.692, 2.038, 3.435)
H (-3.710, 2.253, 1.946)
H (-4.503, 2.149, -0.366)
H (-3.309, 0.802, -2.056)
H (-1.330, -0.475, -1.442)

Atomic forces in eV per Å
W -0.277 -0.113 -0.016
O 0.309 0.299 -0.126
N -0.058 -0.057 -0.105
N 0.246 0.107 0.192
O 0.183 0.195 -0.043
C -0.154 -0.017 -0.064
C 0.014 -0.018 -0.031
C -0.005 0.010 0.012
C 0.003 0.007 0.006
C -0.003 0.006 -0.005
C -0.002 -0.030 0.010
H -0.002 0.007 0.004
H 0.002 0.002 0.006
H -0.002 0.000 -0.004
H 0.001 0.000 -0.002
H 0.001 0.004 0.009
C 0.001 -0.006 -0.022
C -0.012 0.022 0.065
C 0.027 -0.015 0.004
C -0.121 -0.043 0.001
C 0.054 0.091 0.108
C 0.074 0.018 0.040
C -0.041 -0.007 -0.036
S -0.048 -0.008 -0.188
O 0.163 -0.296 0.126
O 0.025 0.053 -0.031
N -0.066 -0.325 0.430
C 0.063 0.314 -0.004
C 0.188 -0.202 0.026
O 0.101 0.038 0.006
O -0.358 -0.263 -0.420
H 0.001 -0.002 -0.004
H 0.004 -0.004 -0.003
H 0.001 -0.002 -0.004
H -0.003 0.002 -0.005
H 0.005 0.011 -0.010
H 0.004 0.007 -0.002
H 0.005 0.001 0.004
H -0.016 0.014 0.060
H -0.067 0.064 -0.063
C -0.077 0.000 0.002
N 0.043 0.036 0.022
C -0.015 -0.068 -0.020
C 0.013 0.033 0.018
C -0.022 0.025 -0.066
C 0.062 -0.041 0.019
C -0.040 -0.005 -0.036
C 0.088 -0.006 -0.175
C -0.132 0.036 0.247
C -0.206 0.102 0.031
H 0.012 -0.008 -0.003
H 0.015 -0.005 0.013
H 0.008 -0.002 0.006
H -0.006 -0.001 -0.003
H -0.009 0.010 0.006
H 0.010 0.008 0.007
H 0.004 0.012 -0.003
H -0.011 0.003 -0.003
H 0.002 0.001 -0.006
H 0.018 0.001 -0.001
H 0.002 0.001 -0.013
H 0.009 0.023 -0.006
H -0.009 -0.019 0.044

Atomic partial charges in e from the Löwdin method, atoms 1 to 4: 1.934 -0.227 0.133 -0.120

***

This record from the Open Molecules 2025 dataset describes C24H27N5O2S in the gas phase in a non-equilibrium geometry. The level of theory is wB97M-V/def2-TZVPD.

Output
HOMO energy = -8.934 eV
E_LUMO = -0.11 eV
Frontier orbital gap = 8.821 eV
Max |F| = 1.71 eV Å⁻¹
DFT total energy = -47707.70392 eV
Structure (SMILES) = Cc1ccc(C)c(N(C(=O)c2csnn2)[C@@H](C(=O)NC2CCCCC2)c2ccncc2)c1
ΔE to the lowest compared entry with this formula, charge and spin = 33.1 kcal/mol

Element x y z (Å)
C (4.393, -1.441, -2.696)
C (3.898, -0.237, -1.959)
C (2.619, -0.222, -1.423)
C (2.154, 0.877, -0.718)
C (2.950, 2.010, -0.548)
C (4.231, 1.979, -1.081)
C (4.702, 0.878, -1.771)
H (5.704, 0.890, -2.172)
H (4.870, 2.842, -0.957)
C (2.452, 3.238, 0.155)
H (1.702, 3.743, -0.456)
H (3.270, 3.932, 0.329)
H (2.000, 2.995, 1.116)
N (0.817, 0.837, -0.211)
C (0.542, 0.636, 1.090)
O (-0.594, 0.551, 1.546)
C (1.707, 0.527, 2.004)
C (1.681, 0.908, 3.330)
S (3.192, 0.547, 4.018)
N (3.734, -0.083, 2.574)
N (2.886, -0.025, 1.658)
H (0.878, 1.359, 3.874)
C (-0.241, 0.822, -1.220)
C (-1.397, 1.748, -0.931)
C (-2.617, 1.530, -1.566)
C (-3.669, 2.395, -1.312)
N (-3.582, 3.428, -0.493)
C (-2.421, 3.644, 0.099)
C (-1.302, 2.847, -0.087)
H (-0.385, 3.081, 0.427)
H (-2.384, 4.502, 0.758)
H (-4.631, 2.252, -1.786)
H (-2.741, 0.703, -2.249)
H (0.230, 1.141, -2.159)
C (-0.733, -0.633, -1.455)
O (-0.436, -1.245, -2.461)
N (-1.488, -1.101, -0.460)
H (-1.609, -0.526, 0.368)
C (-2.011, -2.450, -0.414)
C (-3.532, -2.420, -0.234)
C (-3.926, -1.896, 1.145)
C (-3.274, -2.734, 2.240)
C (-1.756, -2.714, 2.091)
C (-1.348, -3.244, 0.718)
H (-1.650, -4.289, 0.628)
H (-0.263, -3.196, 0.604)
H (-1.392, -1.693, 2.223)
H (-1.297, -3.330, 2.867)
H (-3.555, -2.345, 3.221)
H (-3.633, -3.764, 2.172)
H (-5.013, -1.929, 1.247)
H (-3.617, -0.854, 1.251)
H (-3.913, -3.435, -0.359)
H (-3.975, -1.795, -1.013)
H (-1.760, -2.905, -1.378)
H (1.971, -1.074, -1.558)
H (3.578, -1.929, -3.226)
H (5.170, -1.170, -3.407)
H (4.813, -2.158, -1.990)

Atomic forces in eV per Å
C 0.031 -0.056 0.071
C -0.111 0.097 0.005
C 0.030 0.214 -0.007
C 0.652 0.136 -0.477
C -0.172 -0.060 -0.090
C -0.036 -0.030 0.057
C -0.043 -0.040 0.025
H 0.112 -0.006 -0.066
H 0.057 0.096 0.024
C -0.046 -0.052 -0.046
H -0.066 0.082 0.048
H 0.019 0.054 0.023
H -0.027 0.097 0.071
N -0.028 0.134 -0.243
C -0.124 -0.092 0.242
O 0.180 0.144 0.165
C -0.321 0.409 1.521
C 0.333 -0.126 -0.124
S -0.986 0.295 -0.374
N 1.545 -0.458 0.575
N -0.104 -0.450 -0.976
H -0.285 0.090 0.062
C -0.308 -0.217 -0.249
C -0.257 0.333 -0.009
C 0.200 0.156 0.092
C 0.015 -0.215 -0.199
N -0.454 0.296 0.093
C 0.346 0.041 0.075
C -0.110 -0.056 -0.185
H 0.088 -0.002 0.081
H 0.094 0.049 0.082
H -0.045 -0.094 -0.091
H -0.080 -0.103 -0.067
H -0.102 -0.169 0.225
C 0.146 0.529 0.061
O 0.134 -0.156 -0.394
N -0.282 -0.244 0.485
H 0.115 0.089 -0.232
C -0.034 -0.457 -0.308
C 0.101 0.182 0.006
C -0.108 -0.328 -0.030
C 0.091 0.280 0.066
C -0.096 -0.294 -0.010
C 0.057 0.205 -0.020
H 0.012 -0.078 -0.007
H 0.014 -0.067 -0.068
H 0.064 0.028 0.072
H 0.056 0.072 0.028
H -0.047 -0.073 0.040
H -0.053 -0.065 0.039
H -0.001 0.120 0.000
H -0.050 0.123 0.027
H -0.046 -0.053 -0.026
H -0.006 -0.060 -0.075
H -0.056 0.083 0.190
H -0.092 -0.124 -0.009
H -0.010 -0.071 -0.074
H 0.045 -0.036 -0.071
H 0.052 -0.104 -0.025

Atomic partial charges in e from the Löwdin method, atoms 1 to 4: -0.044 -0.259 0.034 -0.201

***

This record from the Open Molecules 2025 dataset describes a molecular structure, C24H27N9PReS. The level of theory is wB97M-V/def2-TZVPD.

Output
HOMO energy (spin up / spin down) = -15.740 / -16.102 eV
E_LUMO (spin up / spin down) = -8.03 / -10.03 eV
2S+1 = 4
Frontier orbital gap (spin up / spin down) = 7.710 / 6.077 eV
Total charge = +3
Max |F| = 0.51 eV Å⁻¹
DFT total energy = -60966.57907 eV
ΔE to the lowest compared entry with this formula, charge and spin = 0.0 kcal/mol

Element x y z (Å)
Re (-0.083, -0.543, 0.169)
C (2.511, 1.867, -4.127)
N (1.427, 1.454, -3.227)
C (0.134, 1.887, -3.339)
C (-0.564, 1.328, -2.315)
N (0.300, 0.552, -1.583)
C (1.508, 0.643, -2.161)
P (3.023, -0.173, -1.549)
C (2.818, 0.331, 0.195)
N (1.662, 0.294, 0.874)
C (1.892, 0.841, 2.112)
C (3.198, 1.219, 2.167)
N (3.762, 0.896, 0.964)
C (5.152, 1.189, 0.589)
C (2.306, -1.841, -1.384)
N (1.157, -2.101, -0.752)
C (0.924, -3.444, -0.900)
C (1.949, -3.991, -1.608)
N (2.812, -2.973, -1.905)
C (4.038, -3.137, -2.693)
H (2.835, 2.873, -3.870)
H (2.136, 1.845, -5.147)
H (3.341, 1.173, -4.036)
H (-0.177, 2.548, -4.129)
H (-1.603, 1.426, -2.057)
H (1.109, 0.960, 2.840)
H (3.766, 1.691, 2.951)
H (5.734, 1.283, 1.501)
H (5.193, 2.122, 0.030)
H (5.551, 0.371, -0.003)
H (0.053, -3.926, -0.492)
H (2.136, -5.003, -1.924)
H (4.605, -3.971, -2.289)
H (4.634, -2.231, -2.625)
H (3.776, -3.329, -3.731)
C (-1.239, 0.853, 0.886)
C (-2.002, 1.734, 1.317)
C (-2.854, 2.730, 1.807)
C (-3.216, 2.736, 3.171)
C (-4.049, 3.722, 3.651)
C (-4.529, 4.704, 2.786)
C (-4.179, 4.708, 1.437)
C (-3.345, 3.730, 0.943)
H (-2.836, 1.965, 3.827)
H (-4.331, 3.736, 4.694)
H (-5.184, 5.476, 3.169)
H (-4.562, 5.479, 0.783)
H (-3.062, 3.722, -0.101)
C (-3.969, -1.873, -1.122)
C (-3.825, -2.980, -0.084)
C (-2.680, -2.748, 0.846)
N (-1.631, -2.055, 0.578)
N (-0.714, -1.947, 1.605)
C (-1.093, -2.595, 2.687)
N (-0.416, -2.627, 3.829)
S (-2.586, -3.447, 2.434)
H (-4.813, -2.094, -1.771)
H (-3.080, -1.799, -1.749)
H (-4.149, -0.909, -0.646)
H (-3.664, -3.949, -0.567)
H (-4.734, -3.090, 0.510)
H (0.468, -2.153, 3.915)
H (-0.745, -3.155, 4.621)

Atomic forces in eV per Å
Re -0.348 0.106 0.212
C -0.026 -0.036 0.012
N -0.022 -0.053 0.047
C -0.063 0.012 -0.008
C -0.018 0.025 -0.022
N -0.057 -0.089 0.055
C 0.008 0.009 0.067
P 0.089 -0.053 -0.035
C -0.071 0.084 -0.067
N 0.211 0.007 -0.003
C 0.041 0.133 -0.065
C -0.003 -0.029 0.083
N -0.059 -0.021 -0.018
C -0.027 -0.025 0.035
C 0.013 0.069 0.075
N 0.012 -0.092 -0.171
C 0.009 -0.025 0.104
C 0.012 -0.032 -0.033
N -0.071 0.032 0.009
C -0.021 0.041 0.029
H 0.005 0.001 -0.023
H 0.036 0.017 -0.010
H 0.018 0.017 -0.011
H -0.013 0.006 -0.008
H 0.003 0.009 0.005
H -0.009 0.004 0.012
H -0.008 0.000 0.021
H 0.017 0.007 -0.028
H 0.029 -0.005 -0.002
H 0.020 0.024 -0.015
H 0.007 -0.017 -0.002
H -0.012 -0.019 0.006
H 0.014 0.003 -0.028
H 0.010 -0.023 -0.018
H 0.033 -0.018 -0.006
C 0.184 -0.128 -0.109
C -0.051 0.078 0.032
C 0.019 -0.023 0.019
C -0.037 0.020 0.012
C 0.020 -0.011 -0.037
C -0.017 0.015 0.014
C 0.008 -0.016 0.017
C -0.012 0.023 0.006
H 0.006 -0.002 0.006
H 0.001 -0.006 0.007
H -0.003 0.004 -0.001
H 0.005 -0.003 -0.010
H 0.007 -0.002 -0.016
C -0.016 0.013 -0.039
C 0.026 -0.064 0.036
C 0.064 -0.146 -0.169
N 0.252 0.408 -0.182
N -0.347 -0.339 0.153
C 0.240 -0.048 0.002
N -0.025 0.008 -0.022
S -0.086 0.142 0.097
H -0.008 0.001 0.004
H 0.014 -0.005 -0.011
H 0.005 0.002 0.006
H -0.016 -0.006 -0.001
H -0.001 0.034 -0.016
H 0.006 -0.017 -0.002
H 0.005 0.001 0.004

Atomic partial charges in e from the Löwdin method, atoms 1 to 4: 1.573 0.025 -0.093 0.003